No. 1
The following is a quantum chemistry calculation of a molecular structure, C26H23CrF5N3OS3SbTe in a non-equilibrium geometry, from the OMol25 dataset.

Calculated values
Net charge   +1
HOMO energy (spin up / spin down)   -11.19 / -11.18 eV
Gap between HOMO and LUMO (spin up / spin down)   0.2407 / 0.2529 Ha
2S+1   2

Atoms and positions in Å:
Cr (1.48, -1.74, -0.76)
C (3.17, -0.32, 3.94)
S (2.01, -1.72, 3.88)
C (1.63, -1.80, 2.20)
S (2.01, -0.50, 1.12)
N (1.06, -2.90, 1.80)
N (0.87, -3.03, 0.50)
C (0.50, -4.18, 0.01)
C (0.42, -4.25, -1.41)
C (-0.03, -5.35, -2.14)
C (-0.11, -5.27, -3.51)
C (0.24, -4.08, -4.14)
C (0.70, -3.03, -3.36)
N (0.81, -3.11, -2.04)
H (3.70, -0.40, 4.88)
H (2.62, 0.62, 3.89)
H (3.87, -0.41, 3.11)
H (0.28, -5.02, 0.65)
H (-0.31, -6.25, -1.62)
H (-0.45, -6.11, -4.10)
H (0.17, -3.96, -5.21)
H (0.98, -2.08, -3.81)
F (4.53, -0.31, -0.51)
Te (4.08, -1.75, -1.69)
F (3.51, -2.70, -3.25)
F (5.77, -2.59, -1.58)
F (4.93, -0.63, -2.95)
F (2.53, -0.50, -2.18)
O (3.30, -2.82, -0.53)
S (-0.49, -0.63, -1.12)
Sb (-1.00, 1.21, 0.29)
C (-3.10, 0.96, -0.04)
C (-3.71, -0.14, 0.55)
C (-5.01, -0.48, 0.21)
C (-5.69, 0.27, -0.74)
C (-5.08, 1.38, -1.32)
C (-3.78, 1.72, -0.98)
C (-0.58, 1.60, 2.40)
C (0.64, 2.17, 2.74)
C (0.84, 2.61, 4.04)
C (-0.17, 2.49, 4.98)
C (-1.38, 1.91, 4.63)
C (-1.59, 1.46, 3.33)
C (-0.31, 2.92, -0.81)
C (0.71, 2.79, -1.74)
C (1.11, 3.90, -2.47)
C (0.49, 5.12, -2.27)
C (-0.54, 5.24, -1.35)
C (-0.94, 4.15, -0.61)
H (-3.17, -0.74, 1.28)
H (-5.49, -1.32, 0.67)
H (-6.69, 0.00, -1.03)
H (-5.62, 1.97, -2.04)
H (-3.30, 2.57, -1.45)
H (1.43, 2.27, 2.00)
H (1.78, 3.06, 4.31)
H (-0.02, 2.86, 5.98)
H (-2.17, 1.83, 5.35)
H (-2.54, 1.02, 3.06)
H (1.18, 1.83, -1.90)
H (1.91, 3.80, -3.19)
H (0.80, 5.98, -2.84)
H (-1.02, 6.20, -1.20)
H (-1.73, 4.23, 0.12)



No. 2
The following is a quantum chemistry calculation of a molecular structure, C26H23IN6O4SV in a non-equilibrium geometry, from the OMol25 dataset.

Calculated values
Net charge   +1
HOMO energy (spin up / spin down)   -9.96 / -9.96 eV
Gap between HOMO and LUMO (spin up / spin down)   0.2243 / 0.2204 Ha
2S+1   3
Relative energy (zero: lowest compared OMol25 entry of this formula, charge and spin)   173.2 kJ/mol

Atoms and positions in Å:
V (-0.07, 0.11, 0.01)
N (-1.23, -2.39, 4.07)
C (-1.20, -2.49, 2.73)
S (-1.05, -4.00, 1.99)
N (-1.12, -1.35, 2.07)
N (-1.28, -1.17, 0.80)
C (-2.17, -1.73, 0.03)
C (-2.16, -1.25, -1.30)
C (-3.01, -1.70, -2.33)
C (-2.86, -1.18, -3.59)
C (-1.88, -0.22, -3.81)
C (-1.10, 0.20, -2.76)
N (-1.23, -0.30, -1.52)
H (-1.34, -3.22, 4.63)
H (-1.46, -1.51, 4.48)
H (-2.87, -2.48, 0.39)
H (-3.75, -2.45, -2.10)
H (-3.49, -1.52, -4.40)
H (-1.73, 0.21, -4.79)
H (-0.33, 0.95, -2.88)
O (3.58, -5.56, 0.89)
C (2.76, -5.39, -0.24)
C (2.23, -3.99, -0.29)
C (1.65, -3.48, -1.46)
C (1.09, -2.22, -1.44)
N (1.09, -1.44, -0.36)
C (1.72, -1.89, 0.76)
C (2.27, -3.16, 0.82)
C (1.78, -0.90, 1.83)
C (2.44, -1.08, 3.04)
C (2.51, -0.03, 3.95)
C (3.18, -0.23, 5.29)
O (2.70, -1.38, 5.94)
C (1.93, 1.19, 3.59)
C (1.27, 1.28, 2.38)
N (1.18, 0.27, 1.53)
H (3.85, -6.48, 0.95)
H (1.90, -6.07, -0.20)
H (3.30, -5.61, -1.17)
H (1.62, -4.07, -2.36)
H (0.63, -1.82, -2.33)
H (2.74, -3.52, 1.73)
H (2.89, -2.03, 3.30)
H (3.06, 0.67, 5.91)
H (4.25, -0.40, 5.13)
H (1.78, -1.25, 6.20)
H (1.97, 2.04, 4.25)
H (0.78, 2.20, 2.09)
I (-3.78, 7.96, -0.14)
C (-2.85, 6.07, -0.08)
C (-3.36, 5.09, 0.77)
C (-2.75, 3.85, 0.82)
C (-1.65, 3.58, 0.00)
C (-1.15, 4.58, -0.84)
C (-1.75, 5.82, -0.88)
C (-1.01, 2.26, 0.09)
O (-0.06, 1.92, -0.68)
O (-1.39, 1.42, 0.93)
H (-4.22, 5.29, 1.40)
H (-3.11, 3.07, 1.47)
H (-0.28, 4.35, -1.44)
H (-1.36, 6.59, -1.52)



No. 3
The following is a quantum chemistry calculation of a molecular structure, C26H24CeIN4O4 in a non-equilibrium geometry, from the OMol25 dataset.

Calculated values
Net charge   +2
HOMO energy (spin up / spin down)   -13.58 / -13.59 eV
Gap between HOMO and LUMO (spin up / spin down)   0.2736 / 0.2752 Ha
2S+1   2

Atoms and positions in Å:
Ce (0.34, -0.83, 0.59)
C (0.53, -1.22, -4.20)
C (1.69, -0.49, -3.63)
N (2.52, -0.01, -4.53)
C (3.67, 0.53, -4.09)
C (4.02, 0.64, -2.76)
C (5.47, 1.05, -2.45)
O (5.64, 1.98, -1.39)
C (3.12, 0.20, -1.78)
C (3.48, 0.26, -0.40)
N (2.84, -0.11, 0.67)
C (3.60, 0.16, 1.87)
C (4.98, 0.07, 1.85)
C (5.74, 0.51, 2.91)
C (5.15, 1.07, 4.02)
C (3.78, 1.11, 4.08)
C (3.02, 0.64, 3.04)
I (0.96, 0.79, 3.24)
C (1.90, -0.34, -2.25)
O (1.02, -0.84, -1.38)
H (-0.43, -0.99, -3.68)
H (0.62, -2.29, -3.98)
H (0.48, -0.98, -5.25)
H (4.34, 0.94, -4.84)
H (5.87, 1.46, -3.36)
H (6.04, 0.17, -2.22)
H (6.24, 2.67, -1.74)
H (4.47, 0.71, -0.21)
H (5.42, -0.36, 1.00)
H (6.81, 0.42, 2.86)
H (5.74, 1.47, 4.82)
H (3.30, 1.52, 4.97)
O (-6.69, -2.49, -0.42)
C (-5.75, -3.35, -0.98)
C (-4.38, -2.85, -0.63)
C (-3.28, -3.59, -0.94)
C (-2.04, -3.09, -0.50)
N (-1.92, -1.88, 0.10)
C (-3.03, -1.10, 0.25)
C (-4.29, -1.56, -0.09)
C (-2.88, 0.26, 0.83)
C (-3.99, 0.89, 1.38)
C (-3.84, 2.17, 1.86)
C (-4.95, 2.87, 2.59)
O (-6.10, 2.03, 2.49)
C (-2.60, 2.83, 1.62)
C (-1.56, 2.11, 1.19)
N (-1.66, 0.80, 0.82)
H (-7.46, -2.97, -0.09)
H (-5.84, -3.41, -2.05)
H (-5.78, -4.43, -0.66)
H (-3.37, -4.58, -1.38)
H (-1.17, -3.69, -0.61)
H (-5.21, -0.96, -0.02)
H (-4.90, 0.38, 1.59)
H (-5.10, 3.85, 2.13)
H (-4.68, 3.03, 3.65)
H (-6.83, 2.40, 3.02)
H (-2.46, 3.82, 1.99)
H (-0.61, 2.59, 1.09)



No. 4
The following is a quantum chemistry calculation of a molecular structure, C26H24Cl2F6GeMoNO9S2 in a non-equilibrium geometry, from the OMol25 dataset.

Calculated values
Net charge   -1
HOMO energy (spin up / spin down)   -5.58 / -5.97 eV
Gap between HOMO and LUMO (spin up / spin down)   0.2967 / 0.2588 Ha
2S+1   3
Relative energy (zero: lowest compared OMol25 entry of this formula, charge and spin)   379.4 kJ/mol

Atoms and positions in Å:
Mo (-0.37, -0.54, 0.16)
C (-3.35, -1.73, -2.35)
C (-2.79, -0.32, -2.10)
C (-3.55, 0.76, -2.84)
O (-2.84, -0.13, -0.69)
C (-1.30, -0.39, -2.57)
O (-0.97, -0.09, -3.69)
O (-0.53, -0.88, -1.65)
H (-4.40, -1.76, -2.03)
H (-2.78, -2.44, -1.75)
H (-3.28, -1.99, -3.40)
H (-4.62, 0.68, -2.64)
H (-3.37, 0.68, -3.91)
H (-3.20, 1.74, -2.52)
H (-2.82, 0.81, -0.44)
F (-1.23, 5.06, 0.37)
C (-0.99, 4.03, -0.44)
F (-2.05, 3.92, -1.27)
F (0.06, 4.33, -1.20)
S (-0.80, 2.38, 0.43)
O (-0.55, 1.55, -0.77)
O (-2.13, 2.21, 0.94)
N (0.45, 2.83, 1.21)
S (1.67, 2.27, 2.10)
O (2.05, 0.89, 1.98)
O (2.74, 3.19, 1.81)
C (1.34, 2.83, 3.88)
F (0.54, 3.90, 3.79)
F (0.84, 2.02, 4.80)
F (2.52, 3.25, 4.38)
C (0.40, -2.22, 0.59)
Ge (1.88, -3.12, 1.39)
C (1.63, -5.11, 1.34)
C (2.63, -5.95, 0.87)
C (2.40, -7.31, 0.70)
C (1.15, -7.84, 1.00)
C (0.15, -7.02, 1.50)
C (0.39, -5.66, 1.66)
C (3.42, -2.81, 0.20)
C (4.73, -3.17, 0.50)
C (5.74, -3.01, -0.44)
C (5.45, -2.49, -1.69)
C (4.15, -2.13, -2.00)
C (3.14, -2.29, -1.07)
C (2.00, -2.40, 3.21)
C (0.83, -2.26, 3.95)
C (0.87, -1.71, 5.22)
C (2.07, -1.29, 5.76)
C (3.24, -1.40, 5.02)
C (3.20, -1.96, 3.75)
H (3.59, -5.54, 0.61)
H (3.19, -7.95, 0.33)
H (0.96, -8.90, 0.85)
H (-0.82, -7.43, 1.74)
H (-0.40, -5.02, 2.03)
H (4.97, -3.58, 1.48)
H (6.75, -3.30, -0.19)
H (6.24, -2.37, -2.42)
H (3.92, -1.72, -2.98)
H (2.12, -2.00, -1.30)
H (-0.12, -2.55, 3.51)
H (-0.05, -1.59, 5.78)
H (2.10, -0.85, 6.75)
H (4.18, -1.05, 5.42)
H (4.11, -2.03, 3.17)
O (-0.55, 0.16, 1.68)
O (-0.57, 0.81, 2.83)
Cl (4.67, 0.51, 0.63)
C (4.10, 1.32, -0.82)
Cl (2.32, 1.22, -1.07)
H (4.58, 0.82, -1.66)
H (4.36, 2.37, -0.74)



No. 5
The following is a quantum chemistry calculation of a molecular structure, C26H24F3LuN4O2S in a non-equilibrium geometry, from the OMol25 dataset.

Calculated values
Net charge   0
HOMO energy   -7.56 eV
Gap between HOMO and LUMO   0.2608 Ha
Relative energy (zero: lowest compared OMol25 entry of this formula, charge and spin)   51.7 kJ/mol

Atoms and positions in Å:
Lu (-0.99, -0.61, -0.56)
O (-1.73, 0.87, -1.73)
C (-2.89, 1.45, -1.74)
C (-3.42, 1.94, -2.96)
C (-4.64, 2.56, -3.03)
C (-5.39, 2.78, -1.88)
C (-4.89, 2.36, -0.67)
C (-3.67, 1.68, -0.56)
C (-3.21, 1.30, 0.74)
N (-2.18, 0.54, 0.92)
N (-1.73, 0.36, 2.21)
C (-0.75, -0.51, 2.28)
O (-0.32, -1.17, 1.27)
C (-0.11, -0.73, 3.59)
C (1.02, -1.54, 3.66)
C (1.64, -1.77, 4.88)
C (1.14, -1.19, 6.03)
C (0.02, -0.36, 5.96)
C (-0.60, -0.13, 4.75)
H (-2.84, 1.79, -3.86)
H (-5.02, 2.90, -3.99)
H (-6.34, 3.29, -1.94)
H (-5.47, 2.53, 0.23)
H (-3.72, 1.70, 1.62)
H (1.39, -1.99, 2.76)
H (2.50, -2.42, 4.93)
H (1.61, -1.38, 6.98)
H (-0.36, 0.09, 6.87)
H (-1.47, 0.50, 4.68)
N (0.63, 1.33, -0.14)
C (1.86, 0.86, 0.32)
C (2.67, 1.58, 1.17)
C (3.90, 1.07, 1.61)
C (4.33, -0.17, 1.21)
C (3.52, -0.96, 0.36)
C (3.88, -2.26, -0.05)
C (3.01, -2.99, -0.80)
C (1.78, -2.41, -1.16)
N (1.42, -1.19, -0.84)
C (2.27, -0.45, -0.08)
H (0.58, 1.33, -1.16)
H (0.40, 2.25, 0.24)
H (2.36, 2.56, 1.50)
H (4.51, 1.66, 2.27)
H (5.27, -0.57, 1.54)
H (4.84, -2.66, 0.26)
H (3.23, -4.00, -1.10)
H (1.08, -3.00, -1.75)
C (-0.10, 1.17, -4.47)
S (1.31, 0.84, -3.38)
C (1.88, -0.71, -4.12)
H (0.26, 1.36, -5.48)
H (-0.60, 2.05, -4.08)
H (-0.78, 0.32, -4.44)
H (1.08, -1.44, -4.07)
H (2.74, -1.04, -3.54)
H (2.17, -0.53, -5.15)
F (-1.17, -2.89, -0.67)
C (-1.99, -2.60, -1.80)
F (-2.85, -1.65, -1.19)
F (-1.07, -1.70, -2.48)



No. 6
The following is a quantum chemistry calculation of 3 unconnected molecules or ions with the total composition C26H24N2O9S in a non-equilibrium geometry, from the OMol25 dataset.

Calculated values
Net charge   0
HOMO energy   -8.33 eV
Gap between HOMO and LUMO   0.2422 Ha
SMILES   CCSCc1ccc2nc(C[C@@H]3CO3)cnc2c1.O=C1C=C(O)C(=O)C=C1O.O=C1C=C(O)C(=O)C=C1O

Atoms and positions in Å:
C (-3.61, 5.59, -1.64)
C (-3.74, 4.67, -2.99)
S (-4.01, 2.90, -2.40)
C (-2.28, 2.27, -2.17)
C (-2.17, 0.93, -1.28)
C (-0.79, 0.08, -1.43)
C (-0.63, -1.21, -0.60)
C (-1.75, -1.74, 0.39)
N (-1.46, -2.94, 1.12)
C (-2.55, -3.33, 1.94)
C (-2.37, -4.69, 2.80)
C (-0.97, -4.38, 3.77)
C (-1.33, -3.87, 5.34)
O (-0.75, -2.94, 4.16)
C (-3.89, -2.54, 2.03)
N (-4.20, -1.33, 1.35)
C (-3.08, -0.95, 0.53)
C (-3.25, 0.37, -0.33)
H (-3.87, 6.66, -1.97)
H (-4.43, 5.23, -0.93)
H (-2.57, 5.53, -1.16)
H (-2.76, 4.73, -3.59)
H (-4.64, 5.06, -3.60)
H (-1.87, 1.99, -3.22)
H (-1.55, 3.08, -1.74)
H (0.05, 0.44, -2.13)
H (0.36, -1.80, -0.71)
H (-3.22, -4.88, 3.53)
H (-2.09, -5.58, 2.15)
H (-0.02, -5.11, 3.63)
H (-0.39, -3.63, 5.96)
H (-2.31, -3.28, 5.40)
H (-4.70, -2.96, 2.74)
H (-4.24, 0.96, -0.21)
O (3.03, 4.86, 3.57)
C (2.35, 4.39, 2.68)
C (1.79, 3.03, 2.74)
C (1.05, 2.55, 1.74)
O (0.53, 1.29, 1.79)
C (0.77, 3.36, 0.52)
O (0.11, 2.88, -0.38)
C (1.31, 4.73, 0.47)
C (2.04, 5.21, 1.47)
O (2.54, 6.48, 1.43)
H (2.01, 2.45, 3.63)
H (0.04, 1.18, 0.95)
H (1.08, 5.31, -0.41)
H (3.03, 6.59, 2.27)
O (2.25, -1.84, -1.90)
C (3.16, -2.56, -2.27)
C (3.19, -3.16, -3.61)
C (4.20, -3.96, -3.97)
O (4.24, -4.52, -5.21)
C (5.32, -4.26, -3.03)
O (6.21, -5.01, -3.39)
C (5.30, -3.64, -1.71)
C (4.29, -2.84, -1.35)
O (4.26, -2.26, -0.12)
H (2.37, -2.93, -4.27)
H (5.06, -5.05, -5.22)
H (6.13, -3.86, -1.05)
H (3.44, -1.73, -0.10)



No. 7
The following is a quantum chemistry calculation of C26H24N4O2S in the gas phase, from the OMol25 dataset.

Calculated values
Net charge   0
HOMO energy   -8.01 eV
Gap between HOMO and LUMO   0.3016 Ha
SMILES   CN1C(=O)/C(=C\c2ccccc2)Sc2ccc(C(=O)N3CCN(c4ccccn4)CC3)cc21
Relative energy (zero: lowest compared OMol25 entry of this formula, charge and spin)   0.0 kJ/mol

Atoms and positions in Å:
C (2.10, 1.76, 2.82)
N (2.45, 1.71, 1.41)
C (3.72, 1.28, 1.11)
O (4.52, 1.03, 1.99)
C (4.05, 1.16, -0.33)
C (4.73, 0.21, -0.99)
C (5.27, -1.08, -0.58)
C (5.53, -1.46, 0.74)
C (6.03, -2.71, 1.02)
C (6.29, -3.61, 0.00)
C (6.05, -3.25, -1.31)
C (5.55, -1.99, -1.60)
S (3.56, 2.59, -1.27)
C (1.87, 2.63, -0.77)
C (0.93, 3.17, -1.62)
C (-0.41, 3.18, -1.28)
C (-0.81, 2.62, -0.07)
C (-2.23, 2.68, 0.39)
O (-2.55, 3.25, 1.42)
N (-3.14, 2.09, -0.43)
C (-2.79, 1.19, -1.51)
C (-3.93, 0.18, -1.74)
N (-4.44, -0.31, -0.48)
C (-4.31, -1.62, -0.15)
C (-4.82, -2.14, 1.06)
C (-4.65, -3.49, 1.32)
C (-3.99, -4.29, 0.40)
C (-3.53, -3.69, -0.76)
N (-3.68, -2.40, -1.03)
C (-4.92, 0.68, 0.46)
C (-4.53, 2.08, -0.03)
C (0.14, 2.12, 0.81)
C (1.50, 2.12, 0.48)
H (1.55, 2.68, 3.03)
H (3.03, 1.75, 3.39)
H (1.51, 0.90, 3.11)
H (4.85, 0.40, -2.05)
H (5.36, -0.76, 1.54)
H (6.23, -2.99, 2.05)
H (6.69, -4.59, 0.23)
H (6.25, -3.94, -2.12)
H (5.36, -1.72, -2.63)
H (1.26, 3.58, -2.56)
H (-1.14, 3.63, -1.94)
H (-1.88, 0.65, -1.25)
H (-2.62, 1.74, -2.44)
H (-4.75, 0.66, -2.30)
H (-3.57, -0.67, -2.30)
H (-5.35, -1.52, 1.75)
H (-5.04, -3.91, 2.23)
H (-3.84, -5.34, 0.57)
H (-3.01, -4.26, -1.52)
H (-4.45, 0.51, 1.44)
H (-6.01, 0.62, 0.58)
H (-5.16, 2.39, -0.87)
H (-4.65, 2.80, 0.78)
H (-0.19, 1.72, 1.75)



No. 8
The following is a quantum chemistry calculation of a molecular structure, C26H24N8RhS2, from the OMol25 dataset.

Calculated values
Net charge   -1
HOMO energy   -2.70 eV
Gap between HOMO and LUMO   0.1872 Ha
Relative energy (zero: lowest compared OMol25 entry of this formula, charge and spin)   0.0 kJ/mol

Atoms and positions in Å:
Rh (-0.92, -0.04, 0.22)
C (-1.58, 0.09, 5.53)
S (-0.73, -1.33, 4.82)
C (-0.72, -0.95, 3.08)
S (-1.56, 0.41, 2.43)
N (-0.04, -1.81, 2.41)
N (-0.01, -1.58, 1.04)
C (0.68, -2.49, 0.39)
C (0.95, -2.55, -0.97)
C (1.69, -3.66, -1.45)
C (2.05, -3.84, -2.74)
C (1.65, -2.81, -3.66)
C (0.93, -1.76, -3.25)
N (0.48, -1.57, -1.91)
H (-1.57, -0.06, 6.61)
H (-2.62, 0.14, 5.18)
H (-1.08, 1.02, 5.27)
H (1.09, -3.29, 1.00)
H (1.99, -4.38, -0.70)
H (2.63, -4.69, -3.07)
H (1.94, -2.85, -4.70)
H (0.65, -0.97, -3.93)
C (-0.31, 3.34, 0.17)
C (-1.62, 2.88, -0.33)
N (-2.00, 1.63, -0.44)
C (-3.28, 1.63, -0.94)
C (-3.70, 2.91, -1.12)
N (-2.63, 3.71, -0.74)
C (-2.67, 5.13, -0.63)
N (-2.52, 5.56, 0.75)
N (-2.00, 6.78, 0.99)
N (-1.96, 6.99, 2.25)
C (-2.46, 5.87, 2.89)
C (-2.58, 5.58, 4.25)
C (-3.05, 4.34, 4.59)
C (-3.40, 3.39, 3.61)
C (-3.31, 3.66, 2.27)
C (-2.83, 4.93, 1.92)
H (0.35, 2.48, 0.17)
H (-0.38, 3.70, 1.20)
H (0.11, 4.14, -0.45)
H (-3.80, 0.71, -1.12)
H (-4.62, 3.33, -1.47)
H (-3.63, 5.46, -1.03)
H (-1.87, 5.61, -1.19)
H (-2.28, 6.31, 5.00)
H (-3.13, 4.07, 5.64)
H (-3.72, 2.40, 3.91)
H (-3.57, 2.91, 1.53)
C (-0.29, -0.53, -1.56)
C (-0.73, 0.33, -2.69)
C (-0.13, 1.56, -2.94)
C (-0.62, 2.41, -3.92)
C (-1.71, 2.05, -4.69)
C (-2.31, 0.81, -4.46)
C (-1.83, -0.03, -3.48)
H (0.72, 1.85, -2.33)
H (-0.13, 3.37, -4.09)
H (-2.10, 2.71, -5.45)
H (-3.17, 0.51, -5.05)
H (-2.31, -0.99, -3.29)



| no. | E (eV) |
| --- | --- |
| 1 | -122191.0535 |
| 2 | -89086.2737 |
| 3 | -62519.2226 |
| 4 | -168655.6844 |
| 5 | -90018.6095 |
| 6 | -59583.1687 |
| 7 | -48242.8498 |
| 8 | -63951.6788 |